(1)
Molecular formula: C4H12N2
Method: DFT, the ωB97M-V functional and the def2-TZVPD basis

Atoms and positions in Å:
H  0.37026  -1.64685  -2.25851
N  -0.38785  -1.03957  -1.93367
C  0.07406  0.19839  -1.78013
C  -0.88309  1.34905  -1.77731
H  1.13017  0.43356  -1.97627
H  -0.94876  1.76237  -2.78661
H  -1.87259  1.02697  -1.44648
H  -0.51432  2.12721  -1.10441
C  1.22264  -0.86787  1.81004
C  0.28931  0.00423  1.00114
N  -1.05890  0.03843  1.51077
H  0.86784  -1.90355  1.85593
H  2.22885  -0.85799  1.38177
H  1.30759  -0.50559  2.84014
H  0.69635  1.01430  0.90212
H  0.21445  -0.54438  -0.08889
H  -1.57449  -0.82518  1.34988
H  -1.16152  0.23647  2.50050

Cartesian forces, eV/Å:
H 0.0 0.0 0.5
N 1.1 3.0 -0.5
C -1.6 -3.0 -3.0
C 0.2 -0.1 1.1
H -0.1 0.0 0.3
H 0.1 -0.1 0.0
H 0.1 0.0 -0.1
H -0.2 0.1 -0.1
C 0.5 0.0 0.4
C -0.1 -2.2 -1.9
N -1.1 0.1 0.0
H 0.0 0.2 -0.1
H 0.0 -0.1 0.0
H 0.0 0.0 0.0
H -0.1 0.0 -0.1
H 0.3 1.9 3.6
H 0.3 0.2 -0.1
H 0.4 0.1 -0.1

Properties
* charge: 0
* frontier orbital gap: 0.36464 Ha
* HOMO: -8.89 eV
* SMILES: [H]/N=C/C.CCN
* LUMO level: 1.032 eV
* 2S+1: 1

=====

(2)
Molecular formula: C4H12N2
Method: DFT, the ωB97M-V functional and the def2-TZVPD basis

Atoms and positions in Å:
C  0.88118  -0.65510  0.14543
C  -0.46083  -0.22104  0.41754
C  -0.03644  1.26187  0.07601
C  0.65216  1.93064  1.03657
N  -0.59566  2.04844  -1.14666
N  -0.02151  -2.95668  -0.15193
H  1.66916  -0.93154  0.85817
H  1.30446  -0.67631  -0.83629
H  -1.02640  -0.47115  1.40569
H  -1.13954  -0.68618  -0.53216
H  0.38388  3.01442  1.02888
H  0.97203  1.43010  1.99001
H  -0.75864  3.04247  -0.80279
H  -0.11282  2.14320  -2.01146
H  -1.61298  1.71254  -1.22007
H  -0.44768  -3.26162  0.73035
H  0.87907  -3.32354  -0.02721
H  -0.52945  -3.40053  -0.96008

Cartesian forces, eV/Å:
C 0.1 -2.6 0.3
C -2.6 -0.6 -3.0
C 0.6 0.2 1.4
C -2.6 0.4 -0.2
N -3.2 0.3 4.1
N -1.1 0.5 0.3
H -0.5 0.4 0.4
H -0.3 0.2 -0.8
H 1.4 0.9 -1.7
H 1.7 1.6 2.7
H 1.7 -0.5 0.2
H -0.2 0.7 -1.2
H 0.5 -1.0 -0.5
H 0.8 -0.6 -1.1
H 1.7 0.4 -0.8
H -0.5 0.2 -0.5
H 1.6 -1.1 -0.6
H 0.9 0.6 1.1

Properties
* charge: +2
* frontier orbital gap: 0.31683 Ha
* HOMO: -18.55 eV
* LUMO level: -9.929 eV
* 2S+1: 1

=====

(3)
Molecular formula: C4H12N2O
Method: DFT, the ωB97M-V functional and the def2-TZVPD basis

Atoms and positions in Å:
C  -1.71838  0.65891  0.87011
O  -2.69394  1.64026  0.60139
C  -0.86122  0.10898  -0.27009
C  0.04061  -0.95652  0.43018
C  1.38597  -1.23427  -0.27699
N  2.23927  -0.00624  -0.23622
N  -0.29232  1.28000  -0.94414
H  -1.07601  1.02729  1.68609
H  -2.21046  -0.23244  1.30364
H  -2.52021  1.95493  -0.30377
H  -1.48502  -0.45184  -0.96692
H  0.31973  -0.61479  1.42377
H  -0.58709  -1.85538  0.36134
H  1.78868  -2.15820  0.14866
H  1.24233  -1.46222  -1.34189
H  2.87327  -0.24853  -1.01210
H  2.81297  -0.00741  0.59899
H  0.28196  0.94311  -1.71624
H  0.45985  1.61438  -0.35580

Cartesian forces, eV/Å:
C -0.3 -1.1 1.0
O -0.1 0.1 -1.0
C 0.0 0.6 1.1
C 0.6 0.4 -1.9
C -1.1 0.7 0.2
N 0.0 -1.4 -0.7
N 0.4 -0.5 -0.5
H 0.2 0.1 -0.4
H -0.1 0.3 0.0
H 0.1 0.0 0.4
H -0.1 0.3 -0.2
H -0.4 -0.3 0.4
H 0.3 -0.2 0.8
H 0.5 0.2 0.2
H -0.2 0.1 0.1
H 0.4 0.7 0.2
H 0.1 -0.1 0.2
H -0.3 0.0 -0.3
H 0.0 0.2 0.4

Properties
* charge: -1
* frontier orbital gap (spin up / spin down): 0.09630 / 0.33398 Ha
* HOMO (spin up / spin down): 1.14 / -5.47 eV
* LUMO level (spin up / spin down): 3.765 / 3.613 eV
* 2S+1: 2

=====

(4)
Molecular formula: C4H12N2O
Method: DFT, the ωB97M-V functional and the def2-TZVPD basis

Atoms and positions in Å:
C  -1.52113  -1.64547  -0.52001
C  -1.22192  1.06178  -0.43745
O  -0.41115  -2.14753  -0.64288
H  0.80471  -1.12267  0.04260
H  -2.15929  -1.44225  -1.39246
H  -1.96587  -1.45754  0.46663
H  -2.24376  0.94830  -0.08402
H  -0.96280  2.12099  -0.49424
H  -1.03150  0.72610  -1.45719
C  2.05559  0.36603  -0.69874
N  1.26925  -0.25166  0.38442
C  -0.09722  0.67388  1.10097
N  -0.58313  0.18904  2.17045
H  1.86844  -0.48461  1.17489
H  -0.86020  -0.78941  2.10137
H  0.33240  1.66757  1.17078
H  2.48368  1.30267  -0.34086
H  1.38116  0.58204  -1.52386
H  2.86274  -0.29725  -1.02043

Cartesian forces, eV/Å:
C 0.9 -1.0 -0.1
C 1.9 0.2 1.5
O -1.4 0.4 -0.1
H 0.6 0.7 0.5
H 0.1 0.0 0.0
H 0.1 0.1 0.0
H 0.0 -0.1 -0.1
H -0.3 0.1 0.2
H -0.1 -0.6 0.1
C -0.2 0.0 0.3
N -0.2 -0.4 -0.4
C -1.2 1.4 -2.6
N 0.2 -1.2 1.0
H -0.3 0.0 0.0
H -0.4 0.2 0.0
H 0.4 0.0 0.0
H 0.0 0.0 0.0
H 0.1 0.0 -0.1
H -0.1 0.1 -0.1

Properties
* charge: 0
* frontier orbital gap: 0.28484 Ha
* HOMO: -7.30 eV
* LUMO level: 0.456 eV
* 2S+1: 1

=====

(5)
Molecular formula: C4H12N2O
Method: DFT, the ωB97M-V functional and the def2-TZVPD basis

Atoms and positions in Å:
H  -1.95138  2.12811  -1.11872
N  -1.48895  1.68164  -0.34438
C  -0.21348  1.54508  -0.40794
N  0.38617  0.98945  0.68387
C  1.53296  0.07495  0.51206
C  1.25135  -1.39512  0.07774
C  1.42210  -1.57900  -1.46730
H  0.48309  1.95727  -1.15627
H  -0.22613  0.81646  1.46007
H  2.12584  0.10676  1.39896
H  2.09723  0.67766  -0.25364
H  1.85889  -1.99405  0.70825
H  0.20532  -1.69433  0.29047
H  2.18208  -2.34975  -1.66391
H  0.47895  -1.86889  -1.88630
H  1.83834  -0.62329  -1.74586
O  -2.54966  -0.87499  0.89232
H  -3.20642  -0.43942  1.46280
H  -1.85108  -0.21136  0.79850

Cartesian forces, eV/Å:
H 0.3 0.4 -0.3
N 0.6 -0.3 -0.1
C -1.4 0.6 0.7
N 1.2 -0.8 0.1
C -0.5 1.3 -1.2
C -1.4 1.1 -0.7
C 1.3 -0.5 2.0
H -0.3 -0.5 -0.1
H -0.3 -0.1 0.1
H 0.3 0.0 0.7
H 0.1 -1.2 0.5
H 0.8 -0.9 0.2
H 0.5 0.4 0.4
H -0.3 0.2 -0.2
H -0.2 0.2 -0.6
H -0.2 0.1 -1.1
O -0.2 0.0 0.6
H 0.4 -0.2 -0.4
H -0.4 0.1 -0.3

Properties
* charge: 0
* frontier orbital gap: 0.37318 Ha
* HOMO: -9.05 eV
* SMILES: [H]/N=C/NCCC.O
* LUMO level: 1.105 eV
* 2S+1: 1

=====

(6)
Molecular formula: C4H12N2O
Method: DFT, the ωB97M-V functional and the def2-TZVPD basis

Atoms and positions in Å:
C  -1.18621  -1.06104  2.22383
N  -0.93461  -1.16906  0.78619
C  -0.63839  0.11721  0.17007
C  0.53245  -0.00248  -0.80285
N  1.72180  -0.38302  -0.07243
C  0.66228  1.27292  -1.62976
O  -0.38451  1.43134  -2.58373
H  -2.20305  -0.72304  2.40743
H  -0.53830  -0.32787  2.72506
H  -1.06450  -2.02970  2.70938
H  -0.05658  -1.67987  0.73489
H  -1.51616  0.46556  -0.37329
H  -0.35504  0.91597  0.87320
H  0.29312  -0.78047  -1.52980
H  2.09025  0.35013  0.51783
H  2.44443  -0.73294  -0.69539
H  0.65687  2.15189  -0.96032
H  1.60329  1.31310  -2.17302
H  -1.12714  0.87135  -2.32732

Cartesian forces, eV/Å:
C -0.4 0.3 0.0
N 0.8 0.0 0.6
C 0.1 0.0 -0.4
C -0.3 0.3 -0.4
N 0.2 -0.5 -0.2
C -0.3 0.7 0.2
O 0.0 -0.2 0.0
H -0.2 0.0 0.0
H 0.2 -0.1 0.0
H 0.0 0.0 -0.1
H -0.1 -0.1 -0.2
H -0.2 0.2 0.1
H -0.1 -0.2 0.3
H 0.1 -0.4 0.1
H 0.0 0.1 -0.1
H -0.1 0.2 0.3
H 0.0 -0.2 0.0
H 0.1 -0.2 -0.1
H 0.1 0.1 0.0

Properties
* charge: 0
* frontier orbital gap: 0.36919 Ha
* HOMO: -9.05 eV
* SMILES: CNC[C@H](N)CO
* LUMO level: 0.999 eV
* 2S+1: 1

=====

(7)
Molecular formula: C4H12N2O
Method: DFT, the ωB97M-V functional and the def2-TZVPD basis

Atoms and positions in Å:
C  -0.39228  1.50067  0.58843
C  0.56680  2.45333  -0.13398
C  -1.66267  1.31408  -0.17240
O  -2.34625  0.31516  -0.16688
H  -2.02369  2.19139  -0.74665
H  0.09488  0.52823  0.72927
H  -0.63931  1.88794  1.58162
H  1.46896  2.59180  0.45883
H  0.85878  2.03621  -1.09694
H  0.10677  3.42905  -0.29837
C  1.67527  -1.71681  -0.50483
N  0.85624  -1.51553  0.57113
N  -0.78738  -2.22323  -0.03023
H  0.80550  -2.27988  1.24402
H  -1.20403  -3.03207  0.43356
H  -1.44122  -1.43428  -0.03658
H  2.34542  -0.88953  -0.71921
H  -0.31636  -2.43203  -0.97777
H  2.03459  -2.72448  -0.72301

Cartesian forces, eV/Å:
C 0.6 -0.1 -0.3
C -0.2 -0.1 0.2
C -0.5 0.1 0.2
O 0.2 0.0 -0.1
H 0.1 0.0 -0.1
H -0.2 0.1 0.1
H -0.1 0.0 0.0
H 0.0 0.0 0.0
H 0.0 0.0 -0.1
H 0.1 0.0 0.0
C -0.3 0.2 3.1
N 3.8 0.0 -0.9
N -1.3 -0.9 -2.1
H 0.1 0.1 -0.6
H -0.1 0.1 -0.4
H 0.1 -0.3 -0.4
H -0.7 0.2 -0.7
H -1.7 0.4 2.0
H 0.1 0.1 0.0

Properties
* charge: 0
* frontier orbital gap: 0.31025 Ha
* HOMO: -7.41 eV
* LUMO level: 1.033 eV
* 2S+1: 1

=====

(8)
Molecular formula: C4H12N2O
Method: DFT, the ωB97M-V functional and the def2-TZVPD basis

Atoms and positions in Å:
C  0.67334  0.96288  -1.15816
C  0.20419  -0.31128  -0.49243
O  0.94545  -1.28357  -0.32915
N  -1.13824  -0.51154  -0.50647
C  -2.13709  0.45015  -0.90588
N  -1.65314  -1.73944  -0.03341
H  0.27470  1.05210  -2.16532
H  1.75740  0.94729  -1.20300
H  0.35412  1.82111  -0.57500
H  -2.02444  1.38578  -0.35175
H  -3.11393  0.02094  -0.68812
H  -2.08034  0.65701  -1.97766
H  -1.59060  -2.43954  -0.77266
H  -1.03871  -2.06434  0.71780
C  2.12631  0.21055  2.10424
H  1.32001  0.85038  1.62922
H  1.73654  -0.23626  3.00947
H  2.37099  -0.56189  1.37501
H  3.01342  0.78965  2.32325

Cartesian forces, eV/Å:
C 0.2 0.2 0.9
C 0.2 -1.8 -2.6
O -0.1 0.9 0.8
N -0.4 -0.2 0.8
C 0.0 0.3 0.1
N 0.1 -0.1 0.2
H -0.1 -0.1 0.0
H 0.0 0.0 0.0
H 0.0 0.3 -0.1
H -0.1 0.0 -0.1
H 0.1 0.1 0.0
H 0.0 0.1 0.0
H 0.2 0.1 0.1
H -0.2 0.1 -0.3
C -0.9 0.4 -0.9
H 1.0 -0.5 0.7
H -0.1 -0.1 0.2
H 0.0 0.0 0.2
H 0.1 0.3 0.1

Properties
* charge: 0
* frontier orbital gap: 0.36468 Ha
* HOMO: -9.11 eV
* SMILES: CC(=O)N(C)N.C
* LUMO level: 0.814 eV
* 2S+1: 1

=====

(9)
Molecular formula: C4H12N2O
Method: DFT, the ωB97M-V functional and the def2-TZVPD basis

Atoms and positions in Å:
C  1.74491  0.61532  1.03403
C  0.80815  -0.55434  0.83203
O  1.33635  -1.42138  -0.21929
C  -0.59312  -0.14680  0.36177
N  -1.46050  -1.33622  0.39558
C  -0.59947  0.49719  -1.01373
N  -1.90086  1.12660  -1.27437
H  1.80085  1.29173  0.19311
H  2.74368  0.22387  1.23127
H  1.42568  1.15967  1.89633
H  0.83861  -1.16549  1.73067
H  1.92441  -2.06568  0.18814
H  -0.88538  0.61094  1.08067
H  -2.23305  -1.17073  -0.24646
H  -0.91144  -2.04885  -0.07773
H  0.22437  1.21887  -1.08530
H  -0.35041  -0.16060  -1.84166
H  -1.92661  2.07045  -0.91333
H  -1.98616  1.25545  -2.27171

Cartesian forces, eV/Å:
C 0.3 -0.5 0.0
C 0.7 -0.4 -1.5
O -0.1 0.1 0.2
C 0.4 -0.9 0.1
N 0.1 0.3 -0.1
C 0.8 1.1 -0.2
N 0.1 -0.1 -0.3
H 0.0 0.0 -0.3
H 0.0 0.1 0.0
H -0.2 0.6 0.7
H -0.7 0.2 0.3
H 0.0 0.1 -0.1
H -0.6 0.1 0.2
H -0.1 0.1 0.3
H 0.0 -0.2 0.1
H -0.1 0.2 0.2
H -0.3 -0.7 0.3
H 0.0 0.0 0.4
H -0.2 -0.1 -0.2

Properties
* charge: 0
* frontier orbital gap: 0.36376 Ha
* HOMO: -9.04 eV
* SMILES: C[C@H](O)[C@H](N)CN
* LUMO level: 0.861 eV
* 2S+1: 1

=====

(10)
Molecular formula: C4H12N2O
Method: DFT, the ωB97M-V functional and the def2-TZVPD basis

Atoms and positions in Å:
C  0.16673  1.80071  0.47164
N  0.03005  1.54054  -0.78889
C  -0.07390  0.13855  -1.44733
C  -1.17574  -0.66056  -0.88313
C  -1.29648  -0.76795  0.66622
N  -0.50719  -1.86622  1.15873
H  0.03479  2.89688  0.69423
H  0.47363  1.19629  1.30638
H  -0.38966  0.42881  -2.50748
H  0.92438  -0.36452  -1.39316
H  -1.16675  -1.80040  -1.20850
H  -2.00228  -0.12383  -1.28767
H  -2.28566  -0.90753  1.07567
H  -1.00066  0.06952  1.38603
H  -0.72561  -2.73688  0.76728
H  0.52278  -1.65271  1.28774
O  2.73920  1.24844  0.51353
H  2.78095  1.26220  -0.45807
H  2.95142  0.29867  0.64680

Cartesian forces, eV/Å:
C -0.1 1.4 -2.7
N -0.8 -0.9 1.0
C 2.1 2.4 -0.1
C -1.2 -1.9 1.4
C 1.0 0.5 1.3
N 2.3 1.2 1.8
H 0.3 -1.0 0.0
H -0.1 -0.5 0.1
H 1.1 -0.8 1.2
H -0.7 0.4 -0.3
H -0.1 2.5 0.1
H -1.4 -0.2 -0.1
H -0.8 -0.3 -0.8
H -0.3 -0.6 -1.9
H 0.2 -1.3 -0.6
H -2.0 -0.7 -0.6
O 0.8 -1.5 -0.6
H -0.2 0.6 0.3
H -0.1 0.8 0.4

Properties
* charge: 0
* frontier orbital gap: 0.34918 Ha
* HOMO: -8.92 eV
* SMILES: C=NCCCN.O
* LUMO level: 0.577 eV
* 2S+1: 1

=====

The max |F| results, record by record, are as follows: 4.5, 5.2, 2.1, 3.2, 2.4, 1.0, 4.0, 3.2, 1.7, 3.2 eV Å⁻¹.
The total energy results, record by record, are as follows: -269.0455, -268.3070, -344.2850, -344.1943, -344.3227, -344.3292, -344.2125, -344.3216, -344.3423, -344.2540 a.u..